C4H12NS | wB97M-V/def2-TZVPD

Each line ends with the Löwdin charge.
Geometry (Å):
C (0.22, 2.01, 0.29)  -0.05
C (0.01, 0.53, 0.38)  -0.30
N (-1.48, 0.25, 0.90)  0.23
C (0.13, -0.25, -0.91)  -0.24
C (0.35, -1.77, -0.75)  -0.55
S (2.09, -2.29, -0.68)  0.74
H (-0.40, 2.60, -0.38)  0.10
H (0.12, 2.49, 1.26)  0.10
H (1.28, 2.19, 0.08)  0.11
H (0.58, 0.07, 1.18)  0.14
H (-1.44, -0.66, 1.34)  0.15
H (-2.01, 0.96, 1.41)  0.17
H (-2.01, 0.10, 0.04)  0.15
H (0.99, 0.12, -1.47)  0.12
H (-0.71, -0.07, -1.59)  0.13
H (-0.14, -2.28, 0.08)  0.06
H (0.06, -2.19, -1.72)  0.07
H (2.38, -1.79, 0.54)  -0.13

Its gap between HOMO and LUMO is 9.0135 eV. For the LUMO energy, the calculation gives -3.616 eV. Its net charge is +1. The value obtained for the molecular weight is 106.2 g/mol. As for the SMILES: C[C@@H]([NH3+])CCS.